No. 1
This record from OMol25 describes a structure of composition C18H17ClIIrN5O2S2. The level of theory is ωB97M-V/def2-TZVPD.

```
! wB97M-V def2-TZVPD RIJCOSX def2/J DEFGRID3
* xyz 1 1
Ir -0.41741 0.20245 -0.26781
N 0.69960 -0.42896 3.77992
C 0.09517 -0.40244 2.59126
S 0.97184 -0.96909 1.17353
N -1.17633 -0.02773 2.54647
N -1.61830 -0.11640 1.27264
C -2.79115 -0.59651 1.01330
C -2.92345 -1.12557 -0.33193
C -4.08869 -1.68018 -0.84907
C -4.07357 -2.23042 -2.11398
C -2.88405 -2.22710 -2.83650
C -1.75886 -1.66380 -2.27759
N -1.76286 -1.12200 -1.05080
H 1.66088 -0.70270 3.86345
H 0.18845 -0.15077 4.60062
H -3.49619 -0.81087 1.80526
H -4.98758 -1.66748 -0.24852
H -4.97154 -2.66069 -2.53504
H -2.82326 -2.66683 -3.82148
H -0.80026 -1.65398 -2.78042
Cl -2.12817 6.76589 -1.43502
C -1.43654 5.30880 -0.80823
C -0.70566 5.34087 0.34725
C -0.09039 4.18291 0.85567
I 1.08736 4.29281 2.56082
C -0.22741 2.96016 0.22891
O 0.38622 1.86261 0.63194
C -1.06093 2.92958 -0.94202
N -1.18488 1.70315 -1.55067
C -1.70582 1.62455 -2.75160
C -2.24567 2.74510 -3.40198
C -2.23424 3.95947 -2.77183
C -1.60673 4.09257 -1.51234
H -0.57642 6.28070 0.86594
H -1.73410 0.64674 -3.21522
H -2.68101 2.62778 -4.38357
H -2.66828 4.83130 -3.24170
C 2.89285 0.57110 -3.49640
S 1.87544 1.21600 -2.18485
C 3.07543 1.24263 -0.86666
O 0.93833 0.01604 -1.89108
H 3.40582 -0.32549 -3.15386
H 3.60131 1.34673 -3.78432
H 2.23987 0.34116 -4.33547
H 3.80148 2.02312 -1.09774
H 3.55232 0.26713 -0.78587
H 2.53915 1.48949 0.04908
*
```

Gap between HOMO and LUMO   6.73 eV
Strongest force on any atom   0.0161 hartree/bohr
Energy above the lowest of the compared OMol25 structures with the same formula, charge and spin   13.98 kJ/mol
HOMO level   -10.3 eV

These are the Mulliken partial charges, in e, on atoms 1 to 2:
1 Ir 1.915
2 N -0.354

No. 2
This record from OMol25 describes a cluster of 8 separate species, C14H44N4O8 in total at a distorted geometry. The level of theory is ωB97M-V/def2-TZVPD.

```
! wB97M-V def2-TZVPD RIJCOSX def2/J DEFGRID3
* xyz 0 1
C -17.72919 -0.69797 27.59759
C -18.12867 -0.68835 26.13556
O -17.10894 -1.29681 25.35804
H -16.64207 -0.34424 27.73000
H -17.73450 -1.65157 28.03798
H -18.40158 -0.02576 28.19028
H -18.20094 0.35708 25.88569
H -19.08398 -1.19063 25.91492
H -17.48297 -1.88836 24.74741
C -17.82827 -3.61043 19.86909
C -18.34270 -2.51184 20.76942
O -17.30750 -1.68224 21.12470
H -18.71341 -4.12917 19.44596
H -17.15783 -4.27198 20.40656
H -17.35523 -3.14658 19.05979
H -18.68363 -2.97415 21.70664
H -19.14824 -1.97358 20.31299
H -17.79585 -0.92481 21.42455
C -20.85511 -3.70115 25.17723
C -19.33468 -3.87119 25.30748
O -18.81919 -3.39360 24.15001
H -21.08849 -2.65652 25.03920
H -21.42455 -4.12186 25.97002
H -21.11263 -4.19356 24.24572
H -19.12904 -4.93428 25.41920
H -19.00940 -3.31019 26.14490
H -19.10178 -3.84904 23.38723
C -20.54372 -7.46048 24.83877
C -19.15203 -8.11060 24.99786
O -18.45222 -8.25770 23.77645
H -21.18874 -8.15704 24.37572
H -20.53760 -6.56503 24.26471
H -20.90367 -7.20496 25.80289
H -19.30094 -9.04652 25.48933
H -18.48721 -7.51915 25.66100
H -18.25929 -7.37539 23.42006
C -20.92919 -0.95328 22.93082
C -20.84403 0.18542 21.92007
O -22.04691 0.08541 21.15958
H -19.94212 -1.05037 23.51371
H -21.30554 -1.93095 22.63348
H -21.59692 -0.63314 23.79219
H -20.06407 -0.09012 21.14275
H -20.65112 1.20912 22.23200
H -22.49619 0.95236 20.91834
C -17.02656 -5.42832 27.46679
C -16.21828 -4.44150 26.64198
O -14.82978 -4.64340 26.90214
H -16.84121 -5.43494 28.49419
H -16.77709 -6.38522 27.11849
H -18.03759 -5.03241 27.45120
H -16.40845 -3.43969 26.87500
H -16.41761 -4.67852 25.61137
H -14.41264 -3.82483 26.67153
C -19.42056 -5.99517 21.85971
O -20.21596 -4.80891 21.85555
N -18.19330 -5.99363 22.32470
N -20.02527 -7.14089 21.53293
H -17.77503 -5.11047 22.52966
H -17.55902 -6.70452 21.97993
H -21.01743 -7.14357 21.79930
H -19.40655 -7.97870 21.52258
C -23.43632 -5.82679 22.18665
O -22.61782 -6.87404 22.37376
N -24.74059 -5.79094 21.98970
N -22.83114 -4.81626 21.75888
H -25.18174 -4.99935 21.49938
H -25.28409 -6.57346 22.37139
H -23.16705 -3.95976 21.34340
H -21.83703 -4.91247 21.98604
*
```

Gap between HOMO and LUMO   9.99 eV
Strongest force on any atom   0.1568 hartree/bohr
SMILES   NC(N)=O.NC(N)=O.CCO.CCO.CCO.CCO.CCO.CCO
Energy above the lowest of the compared OMol25 structures with the same formula, charge and spin   335.67 kJ/mol
HOMO level   -9.5 eV

These are the Mulliken partial charges, in e, on atoms 1 to 2:
1 C -1.353
2 C 0.222

No. 3
This record from OMol25 describes a cluster of 7 separate species, C44H44FN6O14P in total at a distorted geometry. The level of theory is ωB97M-V/def2-TZVPD.

```
! wB97M-V def2-TZVPD RIJCOSX def2/J DEFGRID3
* xyz 0 1
C 2.96324 -2.77630 9.02029
C 1.81332 -3.08114 8.42142
C 1.43880 -2.69904 7.00395
P 2.90529 -2.80028 5.89284
C 2.49430 -1.91737 4.29841
C 1.52712 -0.72875 4.39636
C 0.09141 -1.05366 4.06546
F -0.54362 -1.79091 5.06956
C 2.96352 -4.59000 5.30621
C 2.26569 -5.54490 6.22019
O 2.77358 -6.14763 7.12794
O 0.93757 -5.66125 5.93282
H 3.44561 -3.44913 9.71350
H 3.48787 -1.84616 8.83121
H 1.05347 -3.61322 8.98616
H 0.61297 -3.33507 6.68771
H 1.03940 -1.68358 6.94082
H 3.45750 -1.55595 3.93712
H 2.13339 -2.61836 3.54504
H 1.60459 -0.20330 5.35033
H 1.81620 0.00299 3.63762
H -0.48749 -0.13650 3.94751
H 0.02969 -1.63263 3.14783
H 2.52196 -4.63648 4.31163
H 4.01315 -4.85911 5.23192
H 0.65225 -6.51113 6.29485
C 3.58724 1.38077 -2.18957
C 4.24889 0.15966 -2.20536
C 3.94398 -0.80902 -1.26401
C 2.96720 -0.52885 -0.32466
C 2.29668 0.68005 -0.28571
C 2.61682 1.64141 -1.23118
N 2.61880 -1.56371 0.66004
O 3.22636 -2.61370 0.62758
O 1.72989 -1.31627 1.45670
H 3.82406 2.12806 -2.93530
H 4.99916 -0.03837 -2.95817
H 4.44559 -1.76498 -1.25949
H 1.54048 0.86086 0.46323
H 2.10215 2.59251 -1.22419
C -2.15607 -3.45536 2.70892
C -3.51588 -3.67204 2.52440
C -4.00673 -4.01233 1.27357
C -3.11312 -4.13260 0.22544
C -1.75586 -3.92007 0.38082
C -1.27986 -3.57802 1.63638
N -3.62483 -4.51035 -1.10599
O -4.82238 -4.67325 -1.22480
O -2.81774 -4.63748 -2.00523
H -1.78057 -3.19417 3.68941
H -4.19766 -3.57686 3.35863
H -5.06020 -4.18303 1.11084
H -1.08987 -4.02169 -0.46279
H -0.21916 -3.41034 1.77394
C 6.39337 -8.21829 11.87478
C 7.28891 -7.31863 11.31189
C 6.95134 -5.97956 11.19830
C 5.71392 -5.57134 11.65931
C 4.80338 -6.44791 12.21849
C 5.15314 -7.78459 12.32368
N 5.35294 -4.14447 11.55537
O 6.15582 -3.39615 11.03585
O 4.27099 -3.80344 11.98993
H 6.66321 -9.26238 11.96360
H 8.25344 -7.65886 10.96056
H 7.63126 -5.26355 10.76209
H 3.84456 -6.08937 12.56105
H 4.45540 -8.48745 12.75796
C -1.41302 -0.56354 -6.02250
C -0.19997 -1.22775 -5.88960
C 0.96972 -0.50869 -5.70358
C 0.89141 0.87172 -5.65127
C -0.30391 1.55412 -5.78612
C -1.46583 0.82370 -5.97458
N 2.12587 1.64159 -5.42801
O 3.16973 1.02562 -5.32385
O 2.03666 2.85071 -5.33987
H -2.32521 -1.12911 -6.16046
H -0.16360 -2.30802 -5.92674
H 1.92246 -1.00483 -5.59674
H -0.32747 2.63269 -5.74098
H -2.40481 1.34234 -6.07655
C -6.43229 5.42051 -8.67651
C -5.24690 5.79930 -8.06122
C -4.59759 4.92614 -7.20397
C -5.15720 3.68006 -6.98377
C -6.33919 3.28039 -7.58031
C -6.97747 4.16658 -8.43352
N -4.46512 2.74111 -6.08823
O -3.43312 3.11304 -5.55736
O -4.94924 1.63803 -5.93012
H -6.92742 6.11136 -9.34599
H -4.82264 6.77235 -8.24848
H -3.67615 5.20295 -6.71429
H -6.74657 2.30085 -7.38051
H -7.90270 3.87491 -8.91152
C -3.11479 12.45871 -9.73751
C -3.63501 11.80238 -10.84529
C -4.46276 10.70403 -10.67803
C -4.75262 10.28948 -9.39109
C -4.24389 10.92311 -8.27223
C -3.41573 12.01870 -8.45521
N -5.64464 9.13237 -9.20411
O -6.06424 8.57151 -10.19787
O -5.90785 8.79477 -8.06613
H -2.47207 13.31822 -9.87424
H -3.39793 12.14650 -11.84257
H -4.87696 10.17929 -11.52561
H -4.49229 10.56658 -7.28399
H -3.00742 12.53026 -7.59453
*
```

Gap between HOMO and LUMO   6.87 eV
Strongest force on any atom   0.0245 hartree/bohr
SMILES   O=[N+]([O-])c1ccccc1.O=[N+]([O-])c1ccccc1.O=[N+]([O-])c1ccccc1.O=[N+]([O-])c1ccccc1.O=[N+]([O-])c1ccccc1.O=[N+]([O-])c1ccccc1.C=CCP(CCCF)CC(=O)O
HOMO level   -7.8 eV

These are the Mulliken partial charges, in e, on atoms 1 to 2:
1 C -0.597
2 C -0.384